Formula: C6H11BaF6N4O16S2
Source: the Open Molecules 2025 dataset
Level of theory: wB97M-V/def2-TZVPD

Cartesian coordinates (Å):
Ba1 -0.22 -0.42 0.20
N1 -2.64 -2.21 -2.05
O1 -2.85 -2.81 -3.14
O2 -1.50 -1.66 -1.88
O3 -3.50 -2.13 -1.19
N2 -2.26 -2.36 2.83
O4 -3.48 -2.58 2.84
O5 -1.53 -2.64 3.81
O6 -1.73 -1.79 1.81
N3 -0.75 1.64 3.02
O7 -0.10 1.72 1.92
O8 -0.50 0.75 3.84
O9 -1.59 2.53 3.27
C1 3.56 0.67 3.17
F1 3.81 1.29 2.01
F2 4.75 0.47 3.77
F3 2.88 1.51 3.96
S1 2.69 -0.97 2.92
O10 1.69 -0.69 1.87
O11 3.80 -1.75 2.42
O12 2.15 -1.30 4.20
C2 -4.66 1.82 -1.27
F4 -4.14 3.02 -1.64
F5 -6.00 1.98 -1.30
F6 -4.35 0.96 -2.25
S2 -3.99 1.27 0.38
O13 -2.61 1.03 -0.05
O14 -4.19 2.39 1.27
O15 -4.82 0.13 0.69
C3 3.02 1.09 -0.79
C4 2.10 1.11 -2.02
C5 2.04 -0.22 -2.78
O16 1.29 -1.15 -2.07
C6 1.19 -2.41 -2.75
N4 0.70 1.46 -1.58
H1 3.47 0.12 -0.59
H2 2.53 1.52 0.08
H3 3.91 1.71 -0.97
H4 2.51 1.86 -2.71
H5 3.09 -0.59 -2.83
H6 1.72 0.01 -3.80
H7 0.75 -2.23 -3.73
H8 0.61 -3.08 -2.14
H9 2.21 -2.80 -2.87
H10 0.83 2.47 -1.54
H11 0.09 1.27 -2.38

Computed properties:
- Gap between HOMO and LUMO: 5.432 eV
- Total charge: -3
- Highest occupied orbital energy: -0.12 eV
- Molar mass: 710.62 g/mol
- Largest force on an atom: 2.52 eV/Å